Entry 1:
DFT (ωB97M-V/def2-TZVPD) results for a cluster of 7 separate species, C33H75N5O9S2 in total at a distorted geometry.

Geometry as XYZ:
```
124
C33H75N5O9S2 (ωB97M-V/def2-TZVPD)
H -0.6467 -5.5189 -0.2707
N -0.2380 -5.3828 -1.1918
C -1.0956 -5.6751 -2.0863
N -0.7367 -5.6274 -3.4276
N -2.4245 -6.0640 -1.8061
C -3.2352 -4.9338 -1.3257
C -3.8709 -4.0247 -2.3906
C -3.7847 -2.5730 -1.8991
C -2.3833 -2.0262 -2.2661
C -1.7900 -1.0810 -1.2065
C -1.2634 -1.9862 -0.1115
O -1.9158 -2.4182 0.8097
N 0.0896 -2.2271 -0.3197
C 0.5328 -1.3879 -1.4312
C -0.5189 -0.2666 -1.5835
C -0.5101 0.2584 -3.0265
C 0.8209 0.6370 -3.7101
C 1.4517 1.9808 -3.3325
C 2.3939 1.9130 -2.1124
C 3.8716 1.9342 -2.5126
C 4.8039 1.9710 -1.3049
C 4.5529 0.8271 -0.3032
C 3.8102 1.2413 0.9793
C 2.9392 0.1512 1.6042
O 3.5616 -0.3351 2.7749
C 2.7236 -1.1305 3.5917
C -0.3563 0.7869 -0.4460
C -0.8554 2.2190 -0.6966
C -2.3064 2.4308 -0.2359
S -3.2164 3.6494 -1.2408
C -4.2437 2.5098 -2.1807
S -3.7737 2.0836 -3.6838
N -5.4201 2.0279 -1.6307
C -5.5288 0.5605 -1.5063
C -5.2391 0.0691 -0.1042
O -6.1061 0.7160 0.8122
C -5.7478 2.0865 0.8651
C -6.0021 2.7420 -0.4810
H -1.5205 -5.5897 -4.0600
H -0.0801 -4.8853 -3.6256
H -2.8330 -6.5028 -2.6232
H -2.5390 -4.3269 -0.7460
H -3.9823 -5.2749 -0.6078
H -4.9010 -4.3356 -2.5807
H -3.3264 -4.1156 -3.3355
H -3.9303 -2.5483 -0.8165
H -4.5500 -1.9550 -2.3729
H -2.4425 -1.5603 -3.2463
H -1.7190 -2.8964 -2.3306
H -2.6057 -0.5015 -0.7673
H 0.2835 -3.2175 -0.4672
H 0.4994 -1.9771 -2.3619
H 1.5732 -1.0665 -1.3777
H -1.1778 1.1186 -3.1158
H -0.9540 -0.5146 -3.6521
H 1.5800 -0.1462 -3.6041
H 0.5866 0.6769 -4.7782
H 0.6994 2.7607 -3.2361
H 2.0730 2.2927 -4.1789
H 2.2189 0.9474 -1.6372
H 2.1814 2.7111 -1.3960
H 4.0668 1.0059 -3.0668
H 4.0610 2.7628 -3.1938
H 4.6844 2.9326 -0.7930
H 5.8464 1.9294 -1.6294
H 4.0194 0.0032 -0.7875
H 5.5233 0.4166 -0.0132
H 4.5499 1.5201 1.7332
H 3.2173 2.1379 0.7838
H 2.7647 -0.6618 0.8847
H 1.9483 0.5511 1.8561
H 2.9018 -0.8994 4.6391
H 2.9463 -2.1941 3.4476
H 1.6603 -0.9928 3.3753
H -0.8960 0.4196 0.4350
H 0.6852 0.8381 -0.1334
H -0.2271 2.8866 -0.0997
H -0.7387 2.5400 -1.7251
H -2.8622 1.4946 -0.2550
H -2.3348 2.7991 0.7899
H -6.5455 0.2589 -1.7746
H -4.8599 0.0958 -2.2295
H -4.1994 0.2563 0.1911
H -5.4268 -1.0023 -0.0386
H -6.3887 2.5550 1.6142
H -4.7075 2.2066 1.1929
H -5.6564 3.7708 -0.4667
H -7.0853 2.7687 -0.6351
C -0.5805 5.9539 -3.7056
O -0.3044 4.7209 -4.3550
H 0.1398 6.0533 -2.8962
H -0.4646 6.8047 -4.3831
H -1.5873 5.9679 -3.2800
H -0.9360 4.6077 -5.0704
C -7.5163 -0.8179 3.9639
O -7.0050 0.4642 4.3057
H -7.9532 -1.2417 4.8648
H -8.2874 -0.7415 3.1929
H -6.7190 -1.4761 3.6090
H -6.6158 0.8321 3.5066
C 6.4197 4.0996 -5.3172
O 5.1093 4.2127 -4.7767
H 6.6697 3.0414 -5.3225
H 6.4686 4.4767 -6.3420
H 7.1561 4.6309 -4.7084
H 4.8696 5.1432 -4.7638
C 4.9503 -1.0515 7.3443
O 3.5649 -0.9080 7.0286
H 5.3355 -1.8582 6.7293
H 5.4939 -0.1397 7.0993
H 5.1019 -1.2934 8.4000
H 3.2035 -0.1880 7.5545
C 0.9571 -3.2163 9.0779
O 1.4596 -1.9721 8.6228
H 0.2051 -3.0044 9.8349
H 0.4860 -3.7844 8.2704
H 1.7412 -3.8312 9.5301
H 2.1369 -2.1227 7.9512
C 8.0425 -0.5543 4.1816
O 6.8063 -0.5168 4.8812
H 8.7411 -1.1131 4.8000
H 7.9460 -1.0609 3.2176
H 8.4467 0.4483 4.0170
H 6.1723 -0.0306 4.3437
```

* 2S+1: 1
* frontier orbital gap: 8.1 eV
* DFT total energy: -3049.5488 a.u.
* structure (SMILES): [H]/N=C(/N)NCCCC[C@H]1C(=O)NC[C@]1(CCCCCCCCCOC)CCCSC(=S)N1CCOCC1.CO.CO.CO.CO.CO.CO

Entry 2:
DFT (ωB97M-V/def2-TZVPD) results for a structure of composition C42H62AsN4O4SeSi2Sn at a distorted geometry.

Geometry as XYZ:
```
117
C42H62AsN4O4SeSi2Sn (ωB97M-V/def2-TZVPD)
Sn -0.0893 0.4818 -0.2616
C -6.0575 -0.3241 1.8662
C -5.5329 1.0080 1.3266
C -4.3713 0.8169 0.4109
C -4.3657 0.8376 -0.9559
C -5.5183 1.0419 -1.8816
C -5.9419 -0.2668 -2.5529
C -3.0024 0.6401 -1.3685
N -2.2420 0.4296 -0.2697
C -3.0082 0.6056 0.8321
C -2.5537 0.6739 2.1443
C -1.2541 0.7882 2.6176
C -0.8822 1.1499 3.9634
C -1.8226 1.1694 5.1249
C -2.2403 -0.2457 5.5382
C 0.4574 1.4198 3.9423
C 0.9171 1.1805 2.5933
C 2.2047 1.3913 2.1092
C 2.7017 1.2869 0.8167
N 2.0089 0.8731 -0.2663
C 2.7331 1.1356 -1.3786
C 2.2588 1.0994 -2.6818
C 0.9570 0.9415 -3.1513
N -0.1252 0.6691 -2.3921
C -1.2410 0.7967 -3.1429
C -2.5454 0.7496 -2.6755
C -0.8487 1.0512 -4.5054
C 0.5141 1.1311 -4.5130
C 1.4192 1.2920 -5.6865
C 1.9911 -0.0689 -6.0949
C -1.7991 1.1578 -5.6521
C -2.3432 -0.2168 -6.0508
C 4.0550 1.5567 -0.9730
C 4.0327 1.6555 0.3881
C 5.1570 1.9966 1.3065
C 5.7168 0.7227 1.9445
C 5.1942 1.8057 -1.9093
C 5.7540 0.5046 -2.4943
N -0.1259 0.7140 1.8727
C 1.3291 1.8215 5.0846
C 2.0689 0.6091 5.6596
H -6.8969 -0.1547 2.5390
H -5.2751 -0.8528 2.4074
H -6.3936 -0.9542 1.0452
H -5.2349 1.6480 2.1593
H -6.3366 1.5177 0.7914
H -5.2425 1.7726 -2.6451
H -6.3647 1.4483 -1.3249
H -5.1211 -0.6857 -3.1305
H -6.7861 -0.0985 -3.2198
H -6.2348 -0.9966 -1.8011
H -3.3327 0.8145 2.8827
H -2.7180 1.7420 4.8725
H -1.3429 1.6572 5.9755
H -2.7959 -0.7396 4.7439
H -2.8690 -0.2091 6.4271
H -1.3648 -0.8512 5.7621
H 2.9034 1.7901 2.8312
H 2.9827 1.3788 -3.4345
H -3.3111 0.9440 -3.4143
H 2.2315 1.9779 -5.4383
H 0.8675 1.7210 -6.5255
H 2.5214 -0.5195 -5.2580
H 2.6762 0.0392 -6.9345
H 1.1833 -0.7373 -6.3891
H -1.2934 1.6102 -6.5078
H -2.6310 1.8111 -5.3783
H -1.5275 -0.8724 -6.3474
H -3.0382 -0.1280 -6.8843
H -2.8614 -0.6822 -5.2155
H 4.8061 2.6782 2.0821
H 5.9484 2.5092 0.7552
H 4.9336 0.1884 2.4779
H 6.5142 0.9627 2.6454
H 6.1090 0.0595 1.1754
H 5.9936 2.3219 -1.3762
H 4.8678 2.4598 -2.7216
H 6.1152 -0.1438 -1.6982
H 6.5829 0.7140 -3.1709
H 4.9856 -0.0311 -3.0463
H 0.7234 2.2823 5.8692
H 2.0506 2.5651 4.7422
H 1.3524 -0.1379 5.9993
H 2.6916 0.9008 6.5050
H 2.7025 0.1568 4.9000
O 1.9505 3.6127 -0.2357
Se 0.3899 3.9199 -0.1146
O -0.1497 4.8133 -1.3067
O -0.4654 2.4392 -0.2874
O 0.0070 4.4680 1.3266
C -1.3691 -3.0817 2.4921
Si -1.4399 -3.1465 0.5751
C -1.2928 -4.9565 -0.0836
C -3.1964 -2.6023 0.0539
As 0.3194 -2.0133 -0.5555
Si 2.2214 -2.6343 0.7747
C 3.7446 -2.1507 -0.2864
C 2.2728 -4.5624 0.9061
C 2.5013 -1.9951 2.5646
H -2.2692 -3.4654 2.9620
H -1.2534 -2.0465 2.7980
H -0.5232 -3.6381 2.8808
H -2.0234 -5.6435 0.3313
H -0.3030 -5.3595 0.1016
H -1.4291 -4.9315 -1.1623
H -3.9686 -3.2853 0.3956
H -3.2692 -2.5217 -1.0265
H -3.4198 -1.6266 0.4652
H 3.6183 -2.5237 -1.2996
H 4.6805 -2.5388 0.1079
H 3.8304 -1.0708 -0.3417
H 2.0663 -5.0014 -0.0659
H 1.5282 -4.9364 1.6017
H 3.2426 -4.9199 1.2382
H 2.0358 -1.0224 2.6801
H 3.5587 -1.8803 2.7881
H 2.0778 -2.6555 3.3160
```

* 2S+1: 1
* relative energy (zero: lowest compared OMol25 entry of this formula, charge and spin): 13.4 kJ/mol
* charge: -1
* frontier orbital gap: 5.7 eV
* DFT total energy: -7588.2567 a.u.

Entry 3:
DFT (ωB97M-V/def2-TZVPD) results for a structure of composition C19H34Br4ClN2O5V at a distorted geometry.

Geometry as XYZ:
```
66
C19H34Br4ClN2O5V (ωB97M-V/def2-TZVPD)
C 8.0969 -2.0133 0.4351
C 7.7816 -1.2275 -0.8630
O 8.6676 -1.0849 -1.6538
O 6.5345 -0.7356 -1.1645
C 6.1489 0.3521 -0.2580
C 4.6546 0.1154 0.0892
C 3.8599 1.4158 0.4660
C 2.3325 1.0976 0.1794
C 1.3504 1.8613 1.1175
C 0.0115 1.0433 1.3765
C -0.6741 0.6520 0.0001
C -2.2040 1.1110 -0.1549
C -3.2642 0.0155 0.1475
C -4.2718 -0.2283 -1.0215
N -4.8537 -1.6067 -0.7660
C -5.3847 -1.7435 0.6348
C -4.5125 -1.0386 1.7291
O -4.0507 0.2573 1.3181
H 7.3803 -2.8575 0.5277
H 9.1469 -2.3718 0.4406
H 7.9977 -1.3380 1.3096
H 6.2870 1.2938 -0.8521
H 6.8162 0.3122 0.6262
H 4.5536 -0.6160 0.9166
H 4.1691 -0.2820 -0.8347
H 4.1779 2.2600 -0.1892
H 4.0054 1.6847 1.5363
H 2.1459 1.2563 -0.9026
H 2.2275 0.0054 0.4041
H 1.8443 2.0322 2.1028
H 1.1011 2.8751 0.7168
H -0.6489 1.6049 2.0686
H 0.3188 0.1247 1.9198
H -0.5753 -0.4198 -0.2595
H -0.1382 1.2449 -0.7845
H -2.3440 2.0297 0.4595
H -2.3070 1.3985 -1.2320
H -2.7212 -0.9445 0.3124
H -5.1351 0.4693 -1.0208
H -3.8018 -0.2504 -2.0251
H -5.6306 -1.7841 -1.4097
H -4.0808 -2.2652 -0.9091
H -6.4167 -1.3310 0.7265
H -5.4529 -2.8319 0.8658
H -5.1992 -0.8355 2.5847
H -3.6771 -1.6707 2.1027
Cl -1.4391 -0.7919 2.1766
O 9.1862 -6.7570 2.3676
V 8.3909 -5.2926 2.7514
O 7.5974 -3.8182 3.1213
N -9.7588 -0.3698 -1.0800
C -8.5058 0.0978 -0.8483
C -8.6152 1.4201 -0.4257
C -9.9912 1.7376 -0.4033
C -10.6733 0.6196 -0.8064
H -9.9834 -1.2956 -1.4003
H -7.6452 -0.5278 -1.0013
H -7.7954 2.0698 -0.1677
H -10.4330 2.6788 -0.1224
H -11.7290 0.4400 -0.9244
C 9.0682 2.4419 -3.1690
Br 8.5554 3.3050 -1.5169
Br 8.3204 3.3415 -4.7078
Br 10.9838 2.2492 -3.3096
H 8.6481 1.4412 -3.1481
Br -8.4467 -0.0258 1.8014
```

* 2S+1: 1
* frontier orbital gap: 0.9 eV
* DFT total energy: -12929.8680 a.u.